7
Properties=species:S:1:pos:R:3:forces:R:3 method="wB97M-V/def2-TZVPD" homo_energy_ev="-7.96 / -9.97" s2=2.013 fmax_ev_per_a=3.5 lumo_ev="0.186 / -3.877" energy_ha=-3024.23568 homo_lumo_gap_ev="8.148 / 6.092" e_above_lowest_kj_mol=0.00 multiplicity=3 charge=0
C 0.6221 -1.6594 -0.2507 -1.91 2.61 1.42
C 0.0888 -0.4221 0.1261 0.80 0.07 -3.19
O 0.6315 -2.7521 -0.5561 0.62 -1.35 -0.55
Br -2.2223 -0.8800 0.1093 -0.73 -0.01 -0.03
I 3.2166 -0.1588 -0.0893 0.73 0.30 0.01
H 0.1249 0.3371 -0.8146 -0.01 -1.67 2.73
H 0.0490 -0.1274 1.1718 0.50 0.05 -0.39

---

53
Properties=species:S:1:pos:R:3:forces:R:3 method="wB97M-V/def2-TZVPD" homo_energy_ev=-9.97 fmax_ev_per_a=8.8 lumo_ev=0.082 energy_ha=-4390.55400 homo_lumo_gap_ev=10.055 e_above_lowest_kj_mol=52.24 charge=0
Zn 7.5617 1.5218 29.4118 -1.47 0.81 0.57
N 9.2789 0.7060 29.4224 2.88 -3.02 -2.20
S 10.5253 0.8031 30.3474 4.51 4.73 5.83
O 11.4526 1.8952 30.0177 -1.94 -2.04 0.10
O 11.1426 -0.3923 30.8733 -1.01 0.21 -1.44
F 9.8031 1.3544 31.6660 -0.37 -0.09 -0.66
S 10.1037 -0.3811 28.3520 -1.91 -0.37 -4.62
O 9.8996 -1.7334 28.7174 0.07 0.11 0.32
O 11.3322 0.0721 27.7452 -1.31 -0.21 1.61
F 9.0666 -0.1688 27.1079 0.49 0.06 1.15
C 6.0490 4.9547 30.1858 0.42 0.61 0.83
C 6.5417 3.5185 30.3439 0.35 2.01 -1.32
O 5.7964 2.5770 29.9899 -0.35 -0.67 -0.05
O 7.7825 3.3879 30.5033 -0.04 -0.94 0.29
H 5.5780 5.3955 31.0657 -0.44 -0.44 0.04
H 5.4138 5.0866 29.3116 -0.11 -0.24 0.13
H 6.9293 5.5905 30.0886 0.07 -0.14 -0.30
C 4.0231 1.3731 27.4595 -1.08 -0.26 0.58
O 4.3660 -0.0270 27.5563 -1.19 -0.39 -0.36
C 5.5452 -0.4237 27.9446 0.43 1.85 1.37
O 6.4620 0.3882 28.0906 -0.51 -1.68 -0.61
O 5.5968 -1.6945 28.2779 2.36 0.55 0.34
C 4.4509 -2.4771 28.4052 -1.38 -0.81 -0.77
H 3.9822 1.8603 28.4342 1.32 0.01 0.06
H 2.9459 1.3543 27.2883 0.15 -0.16 -0.99
H 4.6015 1.8653 26.6844 -0.09 0.11 0.27
H 3.9990 -2.4860 27.4127 -0.79 0.06 0.39
H 3.8216 -2.1448 29.2307 -0.23 0.36 -0.36
H 4.6641 -3.5230 28.6235 0.88 0.24 0.04
C 8.3373 -1.6922 32.1676 0.66 -0.40 -1.08
O 6.9886 -1.4481 32.5328 -0.45 0.44 0.24
C 6.3016 -0.5636 31.8539 0.20 0.57 -1.17
O 6.7226 0.1754 30.9699 -0.31 -0.85 0.92
O 5.0396 -0.6469 32.2317 -0.87 -0.22 0.65
C 4.0601 0.1612 31.5897 0.44 0.69 -2.04
H 8.5579 -1.4595 31.1249 -0.45 0.14 -0.07
H 8.3981 -2.7772 32.2325 0.64 0.16 0.50
H 9.0521 -1.0964 32.7323 -0.20 -0.36 0.47
H 3.9675 -0.1111 30.5332 0.22 -0.49 -0.11
H 4.4040 1.1888 31.4668 -0.18 0.15 0.74
H 3.0415 0.0396 31.9492 0.50 -0.08 0.95
C 10.2539 3.9850 28.0568 0.47 0.06 1.48
O 9.4507 4.1614 26.9135 -1.42 -0.27 -1.62
C 8.2943 3.4756 26.7940 1.97 -0.12 2.16
O 7.8481 2.8102 27.7323 -0.32 0.63 -2.12
O 7.8324 3.6555 25.5773 0.16 -0.13 -0.38
C 6.6577 2.9834 25.1487 -1.03 -0.53 0.36
H 10.8852 4.8647 28.1776 -0.24 0.15 -0.31
H 10.9404 3.1414 27.9937 -0.38 -0.23 -0.28
H 9.6392 3.9036 28.9531 0.04 -0.15 -0.03
H 6.5048 2.0517 25.6936 0.05 0.22 0.39
H 6.6523 2.6719 24.1049 0.88 0.51 -0.11
H 5.8167 3.6665 25.2686 -0.08 -0.13 0.20

---

114
Properties=species:S:1:pos:R:3:forces:R:3 method="wB97M-V/def2-TZVPD" homo_energy_ev=-11.20 fmax_ev_per_a=3.6 lumo_ev=-3.838 energy_ha=-8375.34150 homo_lumo_gap_ev=7.367 charge=+1
C 4.4451 -4.6816 -1.6734 0.41 0.78 0.53
C 4.9126 -3.4495 -0.8597 -0.32 -0.15 -1.22
C 3.9324 -2.2834 -1.0168 -0.05 0.62 0.88
C 2.8109 -2.2714 0.0412 0.40 -0.20 -0.03
C 2.1612 -0.9002 0.2930 0.78 0.34 -0.47
N 0.8370 -0.6789 -0.3433 0.01 -0.33 0.39
C 0.5205 -1.3954 -1.4605 -0.34 -0.14 0.19
N 1.0276 -1.1453 -2.6318 0.36 0.00 0.25
C 0.6871 -1.9886 -3.7919 0.08 -0.42 -0.35
C -0.5675 -1.5524 -4.5583 -0.36 -0.67 -0.25
O -1.2349 -2.7688 -4.8805 0.07 0.11 0.16
C 1.9555 0.0075 -2.7402 -0.39 0.38 -0.31
C 2.3447 0.4554 -4.1356 0.77 0.68 0.19
C 3.5578 1.3859 -3.9838 0.40 -0.86 0.15
Br 0.9182 1.5010 -4.9607 -0.15 -0.26 0.00
N -0.4138 -2.4463 -1.3316 -0.05 0.13 -0.19
C -1.6798 -1.9587 -0.7544 0.28 0.38 0.57
C -2.8189 -2.9348 -1.0676 0.05 -0.03 -0.67
F -3.9734 -2.5065 -0.5419 0.09 0.12 0.60
F -2.9975 -2.8775 -2.4148 0.25 -0.05 -0.14
C -2.7089 -4.4515 -0.7430 -0.66 -0.59 -0.26
F -2.7376 -4.6848 0.5821 0.40 0.33 0.08
F -3.8371 -4.9959 -1.2362 0.02 0.18 -0.20
C -1.5396 -5.2871 -1.3649 -0.08 -0.92 -0.10
F -1.1825 -4.8842 -2.5818 -0.03 -0.01 0.54
F -1.9537 -6.5576 -1.4553 0.26 0.52 0.12
F -0.4645 -5.2839 -0.5386 -0.19 0.36 -0.40
C -1.4198 -1.4575 0.6843 0.57 1.75 0.71
C -0.9031 -2.5648 1.6659 -0.12 0.00 -0.20
C -1.7503 -2.9550 2.8579 0.45 -0.69 0.30
F 0.3370 -2.1607 2.1836 0.10 0.00 -0.10
P -2.9483 -0.6574 1.5722 -2.30 -2.62 0.70
O -2.2132 0.2875 2.6745 0.54 0.48 -0.87
O -3.7965 0.2218 0.4640 1.19 0.93 0.32
C -0.3282 -0.3321 0.5185 -0.39 -0.30 -0.92
P -1.0169 1.2509 -0.2203 0.41 0.87 0.64
O -1.3821 2.2845 0.7787 -0.51 -0.05 -0.02
H 3.9972 -4.3050 -2.5945 -0.13 -0.32 -0.06
H 5.3133 -5.2769 -1.9478 -0.21 -0.33 0.09
H 3.7264 -5.2531 -1.0877 -0.03 -0.25 -0.29
H 5.8580 -3.1148 -1.2907 0.10 -0.08 0.21
H 5.0738 -3.7029 0.1879 0.04 0.11 0.02
H 4.4895 -1.3506 -0.8571 0.00 -0.02 -0.10
H 3.5184 -2.2266 -2.0275 0.15 -0.23 -0.07
H 2.0880 -3.0676 -0.1661 -0.11 0.09 0.11
H 3.2987 -2.5561 0.9761 -0.17 -0.04 0.06
H 2.0866 -0.7321 1.3631 -0.53 -0.01 -0.05
H 2.8593 -0.1326 -0.0605 -0.05 0.02 0.01
H 1.5486 -2.0662 -4.4503 0.07 0.25 0.09
H 0.4845 -3.0042 -3.4620 -0.02 0.11 0.28
H -1.2254 -0.9333 -3.9395 0.23 0.23 0.01
H -0.3153 -1.0508 -5.4915 0.03 0.34 0.21
H -2.1240 -2.5524 -5.1787 0.00 -0.11 -0.10
H 1.4404 0.8512 -2.2801 0.09 -0.04 0.15
H 2.8617 -0.1531 -2.1580 -0.01 -0.39 -0.09
H 2.6612 -0.3477 -4.7947 -0.47 -0.04 -0.15
H 3.5007 1.9932 -3.0807 -0.18 0.32 -0.24
H 4.4335 0.7383 -3.8574 0.01 0.08 0.05
H 3.7376 1.9691 -4.8810 -0.15 0.20 0.10
H 0.0367 -3.0817 -0.6713 -0.19 -0.16 -0.04
H -1.9321 -1.0680 -1.3347 -0.39 -0.23 -0.12
H -0.6881 -3.4695 1.0905 -0.01 0.00 0.03
H -1.2483 -3.8169 3.3079 0.02 0.04 -0.02
H -1.7582 -2.1883 3.6306 -0.24 0.19 -0.20
H -2.7476 -3.2934 2.5975 -0.08 0.28 -0.03
H -2.8078 0.9590 3.0341 0.06 -0.04 0.18
H -3.6393 1.1783 0.5563 -0.07 0.02 -0.26
H 0.0385 -0.0059 1.4894 0.02 -0.07 -0.01
H -2.0619 0.9259 -1.1056 0.26 -0.16 -0.20
H 0.0178 1.7426 -1.0373 0.00 -0.42 -0.19
C -1.5825 5.1075 2.4113 -0.07 -0.35 0.05
C -2.6687 5.6915 1.5362 0.25 0.18 -0.28
O -3.5121 6.3896 2.4575 -0.06 -0.21 0.17
S -2.6293 6.9937 3.6526 -0.05 -0.06 -0.06
O -2.3649 8.3572 3.4045 -0.92 -0.22 0.24
O -3.2115 6.5576 4.8773 0.10 0.24 -0.01
O -1.3167 6.1255 3.3851 -0.08 0.16 -0.25
H -1.9279 4.2113 2.9297 0.01 -0.02 -0.04
H -0.6779 4.8760 1.8575 0.10 0.12 0.11
H -3.2364 4.9302 1.0093 -0.17 0.03 0.14
H -2.2673 6.4096 0.8177 0.03 -0.02 0.01
C 4.6007 -10.1430 -3.4514 0.26 -0.12 0.31
C 3.6917 -9.2596 -2.6232 -0.36 -0.10 -0.18
O 4.2385 -7.9414 -2.7874 0.24 -0.15 0.07
S 4.8689 -7.7990 -4.2541 -0.13 -0.17 0.10
O 3.9207 -7.1654 -5.0997 0.15 0.09 -0.08
O 6.1925 -7.3087 -4.1208 -0.08 0.19 -0.01
O 4.9028 -9.3516 -4.6098 -0.23 0.07 -0.02
H 5.5341 -10.3619 -2.9305 -0.01 0.00 0.02
H 4.1256 -11.0728 -3.7505 -0.01 0.08 -0.22
H 3.6809 -9.5314 -1.5718 0.13 0.19 0.05
H 2.6712 -9.2592 -3.0114 0.00 -0.04 0.00
C -5.5232 5.1099 7.1521 0.36 -0.18 -0.01
C -5.7316 5.1810 5.6568 -0.29 0.31 -0.06
O -6.3982 3.9442 5.3367 0.19 -0.13 0.18
S -7.3385 3.5076 6.5520 0.07 0.12 0.00
O -8.6716 3.9149 6.2901 -0.03 -0.11 0.09
O -7.0302 2.1620 6.8843 -0.08 -0.03 -0.09
O -6.7193 4.4871 7.6503 -0.10 0.13 -0.15
H -4.6734 4.4750 7.4094 0.01 0.02 -0.02
H -5.3930 6.0882 7.6047 -0.21 -0.02 0.09
H -4.8030 5.2640 5.1087 -0.10 -0.25 -0.05
H -6.3909 6.0073 5.3838 0.01 0.01 0.02
C 2.6438 9.6506 1.4661 0.14 -0.36 -0.03
C 1.7023 9.6157 0.2800 0.02 0.41 -0.13
O 0.4492 9.1990 0.8363 0.17 -0.25 0.16
S 0.3055 9.7666 2.3348 0.04 0.10 -0.04
O -0.4516 10.9632 2.3093 0.00 -0.01 0.10
O -0.0394 8.6871 3.1817 1.02 0.20 -0.18
O 1.8476 10.1594 2.5384 -0.11 0.13 -0.15
H 2.9878 8.6492 1.7349 0.01 0.00 -0.04
H 3.5020 10.2966 1.3018 -0.08 0.14 0.14
H 2.0189 8.9179 -0.4903 -0.16 -0.13 0.05
H 1.5726 10.6075 -0.1576 0.05 0.00 0.00

---

85
Properties=species:S:1:pos:R:3:forces:R:3 method="wB97M-V/def2-TZVPD" homo_energy_ev=-15.04 fmax_ev_per_a=3.1 lumo_ev=-12.999 energy_ha=-5551.43018 homo_lumo_gap_ev=2.041 charge=+3
C -2.3337 -4.2218 3.7162 0.51 0.12 -0.67
C -1.4613 -3.9426 2.4568 -0.12 0.26 0.84
C -0.4692 -2.7699 2.6326 -0.11 0.28 -0.20
C 1.0031 -3.1776 2.4772 -0.36 0.12 0.10
C -0.8619 -1.5338 1.7825 -0.06 0.02 1.14
O -1.2452 -1.8603 0.4744 0.12 0.54 -0.06
C -0.0896 -1.9650 -0.3774 -0.01 -0.42 -0.38
B 0.0531 -3.4227 -1.0472 -0.01 0.80 -0.03
O -0.9150 -4.3488 -0.7710 0.22 0.18 0.47
N 1.2127 -3.6791 -1.9090 -0.78 -1.26 1.14
C 2.4583 -3.8424 -1.1901 -0.72 0.99 -1.31
C 0.9727 -4.8277 -2.8227 0.25 0.85 -0.15
C -0.0257 -0.7781 -1.3656 -0.61 -1.09 -0.21
C -0.8686 -0.9097 -2.6334 -0.17 0.58 0.12
C -2.3812 -0.9484 -2.4361 -0.28 -0.60 -0.57
C -2.9666 -2.3425 -2.1611 0.06 0.61 -0.40
Br -3.1540 -0.3349 -4.1510 0.08 0.12 0.19
O 1.3393 -0.6188 -1.7463 -0.04 0.56 0.44
C 1.8426 0.6453 -1.3511 0.44 0.26 -0.61
C 1.1773 1.8205 -2.0647 -0.26 0.36 0.82
C 2.0093 3.1151 -2.0095 -0.40 -0.45 -0.44
C 1.0745 4.3234 -2.0090 0.66 -0.04 -0.40
C 1.8121 5.6711 -1.9158 -1.27 -0.30 0.45
N 1.6242 6.2545 -0.5718 0.79 0.02 -0.62
C 2.6254 6.5443 0.2679 0.20 -0.18 0.58
C 2.0633 7.0539 1.4768 2.10 -0.10 0.29
C 0.7283 7.0834 1.3314 -0.85 -0.11 -0.16
C 0.4751 6.5878 0.0384 -1.59 0.11 0.11
P 1.8093 0.6639 0.5329 -0.29 -0.47 -0.27
P 0.9163 2.4034 1.4347 0.63 0.28 -1.26
O 0.7860 2.0992 2.8680 -0.07 -0.59 2.03
O 1.7810 3.7538 1.2897 -0.63 -0.33 -0.03
O -0.5505 2.6414 0.8286 1.23 0.49 -0.37
C -2.0211 -0.8225 2.5587 -0.20 -0.90 -1.06
I -1.2055 0.7434 3.7744 -0.62 0.11 0.34
C -3.1704 -0.3110 1.7305 -0.21 0.81 0.02
C -2.9262 0.9385 0.9097 -0.29 -0.16 0.20
I -4.7591 0.1107 3.1416 0.37 0.13 0.20
H -3.3582 -3.9396 3.5026 -0.27 -0.19 0.15
H -2.2684 -5.2779 3.9464 -0.34 -0.09 0.28
H -2.0097 -3.6459 4.5798 0.12 -0.09 0.16
H -2.1497 -3.7635 1.6389 0.26 -0.02 -0.42
H -0.8666 -4.8239 2.2258 -0.13 -0.19 -0.13
H -0.5833 -2.4372 3.6627 0.23 0.13 0.18
H 1.6303 -2.3258 2.2201 0.14 0.06 -0.09
H 1.3653 -3.5559 3.4294 0.10 -0.32 -0.03
H 1.0845 -3.9536 1.7095 0.17 -0.03 -0.08
H -0.0231 -0.8250 1.7983 0.04 -0.20 -0.38
H 0.7806 -1.8411 0.2699 0.24 0.00 -0.16
H -0.5715 -5.1360 -0.3338 -0.30 -0.38 -0.52
H 3.2863 -3.6393 -1.8703 0.40 -0.31 0.22
H 2.5284 -4.9030 -0.8125 -0.82 0.93 -1.94
H 2.5205 -3.1783 -0.3249 0.04 0.19 0.01
H 1.4740 -4.6323 -3.7666 0.33 -0.28 -0.02
H -0.0823 -4.8855 -3.0544 -0.19 -0.13 0.05
H 1.3049 -5.7639 -2.3681 0.00 -0.19 -0.18
H -0.4076 0.0891 -0.8170 0.17 0.17 0.06
H -0.5727 -1.7477 -3.2632 0.20 -0.17 0.14
H -0.6561 -0.0186 -3.2173 0.16 0.08 -0.09
H -2.7325 -0.2282 -1.7103 0.02 0.21 0.10
H -2.3058 -3.0888 -2.5922 0.03 -0.26 0.18
H -3.9038 -2.4344 -2.6942 -0.26 -0.10 0.13
H -3.1492 -2.5074 -1.1057 0.23 -0.21 0.16
H 2.8918 0.6567 -1.6411 0.17 -0.21 0.07
H 0.2078 2.0222 -1.6005 -0.12 -0.08 -0.08
H 0.9681 1.5645 -3.0980 0.11 -0.25 -0.13
H 2.5887 3.1284 -2.9297 0.34 0.20 0.03
H 2.7189 3.1085 -1.1814 -0.07 0.13 0.21
H 0.3316 4.2085 -1.2207 -0.05 0.21 0.09
H 0.5349 4.3140 -2.9522 -0.22 -0.08 -0.06
H 1.3872 6.3633 -2.6320 0.15 0.23 -0.14
H 2.8689 5.5424 -2.0996 0.24 0.19 0.05
H 3.6482 6.3557 -0.0073 0.14 0.10 0.03
H 2.6610 7.3442 2.3205 0.01 0.16 0.15
H 0.0135 7.4127 2.0595 -0.28 0.11 -0.05
H -0.5012 6.5002 -0.4080 0.06 -0.08 -0.40
H 3.1521 0.7653 0.9488 -0.10 0.57 -0.04
H 1.7493 4.1956 2.1546 0.27 0.29 0.01
H -0.6932 3.6013 0.8235 -0.46 0.05 -0.20
H -2.4397 -1.5216 3.2700 0.14 -0.06 0.41
H -3.5524 -1.1071 1.1015 0.03 -0.26 0.02
H -3.8670 1.2510 0.4678 0.06 0.01 -0.41
H -2.5776 1.7659 1.5181 -0.10 -0.01 0.18
H -2.1627 0.7428 0.1627 -0.09 -0.04 -0.21
Tl 3.3786 -5.5474 0.7006 1.49 -1.38 2.40